--- 1 ---
A cluster of 2 separate species, C5H13NP in total, computed with ωB97M-V with the def2-TZVPD basis set.

Summary:
Net charge: +1
LUMO level (eV): -3.08

Positions of all 20 atoms, in Å:
P (-1.7699, -0.5927, 1.1873)
N (1.0933, 1.2909, -0.4251)
C (2.3809, 0.9033, -0.9883)
C (-2.3761, -1.8877, 0.3379)
C (3.3977, 0.3613, -0.3981)
C (1.1227, 2.7403, -0.4319)
C (-3.3522, -2.8546, 0.8146)
H (-3.0630, -3.8539, 0.2999)
H (-2.3297, -1.0126, 2.3857)
H (1.0980, 0.8039, 0.3966)
H (4.3102, 0.1911, -0.9270)
H (-2.1068, -1.9883, -0.7542)
H (3.2414, 0.2618, 0.6611)
H (-3.2296, -2.8807, 1.8832)
H (2.3371, 1.1473, -1.9775)
H (-4.3671, -2.8077, 0.3141)
H (0.2594, 0.9329, -0.9261)
H (0.1958, 3.1370, -0.0215)
H (1.1075, 3.1506, -1.5122)
H (2.0503, 2.9578, 0.0814)

Here are the Löwdin charges for atoms 1 to 6, given in e: number 1, P, carries 0.782; number 2, N, carries 0.007; number 3, C, carries -0.165; number 4, C, carries -0.643; number 5, C, carries 0.118; number 6, C, carries -0.003

---

--- 2 ---
A cluster of 2 separate species, C5H13NP in total, computed with ωB97M-V with the def2-TZVPD basis set.

Summary:
Net charge: +1
LUMO level (eV): -4.57

Positions of all 20 atoms, in Å:
P (-0.5324, -0.6685, 0.8345)
N (0.4159, 0.3052, -0.1483)
C (-2.1703, -0.5206, -0.1218)
C (0.0470, 1.3772, -0.7126)
C (2.4409, -0.1272, -0.4840)
C (-3.0033, 0.6418, 0.1770)
C (2.9665, -0.9340, 0.6461)
H (-4.1533, 0.5238, 0.1588)
H (-2.9847, 0.8993, 1.3334)
H (3.8699, -1.3806, 0.2853)
H (-2.5827, -1.3967, 0.2553)
H (-0.8794, 1.8218, -0.5828)
H (0.7622, 2.1871, -1.1224)
H (3.0275, -0.2955, 1.5532)
H (-0.0232, -1.7272, 0.2559)
H (2.7437, 0.8938, -0.5076)
H (2.3649, -0.7582, -1.3322)
H (2.2283, -1.7728, 0.9130)
H (-1.8181, -0.7356, -1.1423)
H (-2.7194, 1.6670, -0.2586)

Here are the Löwdin charges for atoms 1 to 6, given in e: number 1, P, carries 0.968; number 2, N, carries -0.300; number 3, C, carries -0.437; number 4, C, carries -0.001; number 5, C, carries 0.070; number 6, C, carries -0.201

---

Going by the energies, 1 is most stable and the next is 33.8 kJ/mol up.

---

--- 1 ---
An isolated molecule of C4H7N, computed with ωB97M-V with the def2-TZVPD basis set.

Summary:
LUMO level (eV): 1.12

Positions of all 12 atoms, in Å:
N (1.4283, -0.6611, -0.4384)
C (-1.8111, 0.4086, -0.0715)
C (1.0486, 0.8867, 0.0159)
C (0.3913, -0.2208, 0.5910)
C (-1.0465, -0.6237, -0.0154)
H (0.6818, -0.4207, -1.1171)
H (2.0149, 1.1095, 0.7147)
H (-1.4015, -1.6299, 0.0816)
H (-2.8216, 0.3981, -0.2961)
H (0.7401, 1.5452, -0.7873)
H (0.6254, -0.4877, 1.5368)
H (-1.3311, 1.4090, -0.1835)

Here are the Löwdin charges for atoms 1 to 6, given in e: number 1, N, carries 0.042; number 2, C, carries -0.007; number 3, C, carries -0.129; number 4, C, carries -0.380; number 5, C, carries -0.106; number 6, H, carries 0.039

---

--- 2 ---
An isolated molecule of C4H7N, computed with ωB97M-V with the def2-TZVPD basis set.

Summary:
LUMO level (spin up / spin down) (eV): 0.53 / 0.07

Positions of all 12 atoms, in Å:
N (-2.3655, 0.6745, -0.3867)
C (1.4261, 0.7294, -0.1542)
C (0.8289, -0.3543, 0.6818)
C (-0.4240, -0.9424, 0.4458)
C (-1.4408, 0.0453, 0.1031)
H (2.5048, 0.7959, -0.0067)
H (1.4686, -0.9083, 1.3527)
H (1.0042, 1.7126, 0.1029)
H (-0.7445, -1.1256, -0.7043)
H (-2.7064, 0.4685, -1.3312)
H (-0.8082, -1.6930, 1.1322)
H (1.2570, 0.5975, -1.2354)

Here are the Löwdin charges for atoms 1 to 6, given in e: number 1, N, carries 0.122; number 2, C, carries -0.146; number 3, C, carries -0.246; number 4, C, carries -0.255; number 5, C, carries -0.134; number 6, H, carries 0.065

---

Going by the energies, 1 is most stable and the next is 127.4 kJ/mol up.

---

--- 1 ---
An isolated molecule of C4H7N, computed with ωB97M-V with the def2-TZVPD basis set.

Summary:
LUMO level (eV): 1.01

Positions of all 12 atoms, in Å:
N (-0.8235, 0.5764, -1.2627)
C (-0.0105, 0.4199, -0.0553)
C (1.1400, -0.4414, -0.2309)
C (-0.8146, -0.1597, 1.1143)
C (2.1058, -1.1329, -0.3574)
H (-0.1768, -0.2654, 2.0098)
H (0.3230, 1.4002, 0.2786)
H (-0.1833, 0.8029, -2.0791)
H (-1.2364, -1.1614, 0.7911)
H (2.9110, -1.8187, -0.3904)
H (-1.6782, 0.4813, 1.3452)
H (-1.5563, 1.2987, -1.1631)

Here are the Löwdin charges for atoms 1 to 6, given in e: number 1, N, carries 0.013; number 2, C, carries -0.512; number 3, C, carries -0.130; number 4, C, carries -0.081; number 5, C, carries 0.126; number 6, H, carries 0.084

---

--- 2 ---
A cluster of 2 separate species, C4H7N in total, computed with ωB97M-V with the def2-TZVPD basis set.

Summary:
LUMO level (eV): -0.06

Positions of all 12 atoms, in Å:
N (3.7127, 0.0649, 0.0707)
C (0.4360, -0.0382, -0.4956)
C (2.6263, -0.1608, -0.1324)
C (-0.0615, -1.2706, 0.2523)
C (0.0580, 1.3235, 0.0046)
H (0.0153, -1.3424, 1.3075)
H (0.8477, 2.0285, -0.0236)
H (0.5702, -0.1552, -1.6623)
H (0.2068, -2.1612, -0.3502)
H (-1.1229, -1.1046, 0.0057)
H (-0.7228, 1.6878, -0.6691)
H (-0.0865, 1.0239, 1.0695)

Here are the Löwdin charges for atoms 1 to 6, given in e: number 1, N, carries -0.034; number 2, C, carries -0.218; number 3, C, carries -0.196; number 4, C, carries -0.114; number 5, C, carries -0.101; number 6, H, carries 0.074

---

--- 3 ---
An isolated molecule of C4H7N, computed with ωB97M-V with the def2-TZVPD basis set.

Summary:
LUMO level (eV): 0.74

Positions of all 12 atoms, in Å:
N (-0.3675, -0.7775, 1.7192)
C (-0.3196, 0.6753, -0.2141)
C (-0.4468, 1.0543, -1.6619)
C (0.8957, -1.0550, 1.8364)
C (-0.7673, -0.4417, 0.3973)
H (-0.6971, 0.1245, -2.1519)
H (0.3305, 1.2520, 0.4369)
H (-0.8067, -1.3861, -0.1637)
H (1.2515, -1.8702, 2.5059)
H (1.5990, -0.8359, 1.0262)
H (-1.2101, 1.8186, -1.7521)
H (0.5384, 1.4416, -1.9781)

Here are the Löwdin charges for atoms 1 to 6, given in e: number 1, N, carries -0.034; number 2, C, carries -0.184; number 3, C, carries -0.100; number 4, C, carries -0.053; number 5, C, carries -0.205; number 6, H, carries 0.065

---

--- 4 ---
A structure of composition C4H7N, computed with ωB97M-V with the def2-TZVPD basis set.

Summary:
LUMO level (eV): 0.87

Positions of all 12 atoms, in Å:
N (-0.2986, -1.2377, -1.5078)
C (0.3716, 0.0912, -0.2687)
C (0.8832, -1.1163, -1.4844)
C (0.5619, -0.5805, 1.0737)
C (-0.9041, 0.9178, -0.3724)
H (-1.7875, 0.3433, -0.0844)
H (-0.2668, -1.2648, 1.2793)
H (1.2170, 0.7314, -0.5225)
H (1.4970, -1.1443, 1.1113)
H (-1.0509, 1.2972, -1.3862)
H (0.5792, 0.1888, 1.8555)
H (-0.8022, 1.7739, 0.3064)

Here are the Löwdin charges for atoms 1 to 6, given in e: number 1, N, carries 0.108; number 2, C, carries -0.405; number 3, C, carries -0.100; number 4, C, carries -0.100; number 5, C, carries -0.108; number 6, H, carries 0.078

---

Going by the energies, 1 is most stable and the next is 51.2 kJ/mol up.

---

--- 1 ---
A structure of composition C2H6IN, computed with ωB97M-V with the def2-TZVPD basis set.

Summary:
LUMO level (eV): 0.22

Positions of all 10 atoms, in Å:
I (3.0352, 0.3154, 0.3306)
N (1.3086, -0.7716, -0.0054)
C (-0.0459, 0.5620, 0.3814)
C (-1.2974, -0.1694, -0.1180)
H (0.1654, 1.4932, -0.1630)
H (-0.8191, -1.0274, -0.6376)
H (-2.0004, -0.4435, 0.7063)
H (0.1521, 0.5126, 1.3809)
H (-1.7448, 0.4745, -0.8878)
H (1.2463, -0.9458, -0.9875)

Here are the Löwdin charges for atoms 1 to 6, given in e: number 1, I, carries 0.619; number 2, N, carries -0.540; number 3, C, carries -0.182; number 4, C, carries -0.129; number 5, H, carries 0.070; number 6, H, carries 0.060

---

--- 2 ---
A cluster of 2 separate species, C2H6IN in total, computed with ωB97M-V with the def2-TZVPD basis set.

Summary:
LUMO level (eV): -0.13

Positions of all 10 atoms, in Å:
I (0.2397, 1.8636, -1.8713)
N (-0.0281, -0.1827, -1.7222)
C (-0.5145, -0.6322, 0.3822)
C (0.5729, 0.1383, 1.0853)
H (0.3839, 0.5443, 2.0861)
H (-1.4543, -0.1416, 0.4292)
H (-0.5609, -1.6961, 0.2650)
H (1.4815, -0.6370, 1.1102)
H (0.8311, 1.0214, 0.4794)
H (-0.9514, -0.2781, -2.2439)

Here are the Löwdin charges for atoms 1 to 6, given in e: number 1, I, carries 0.648; number 2, N, carries -0.549; number 3, C, carries -0.059; number 4, C, carries -0.204; number 5, H, carries 0.071; number 6, H, carries 0.046

---

Going by the energies, 1 is most stable and the next is 84.3 kJ/mol up.